{"formula": "C9H13IO", "method": "the ωB97M-V functional and the def2-TZVPD basis", "lumo_energy_ev": 0.309, "orbital_gap_ha": 0.3342, "energy_ha": -723.52490, "relative_energy_ev": 1.922, "symbols": ["C", "C", "C", "C", "C", "C", "C", "C", "C", "O", "I", "H", "H", "H", "H", "H", "H", "H", "H", "H", "H", "H", "H", "H"], "coordinates": [[-1.380250, 1.207424, -0.105396], [-0.203366, 2.108891, -0.181996], [0.115677, 3.290987, 0.296573], [-2.633593, 1.098652, 0.215715], [-0.222336, 0.170113, -0.827991], [1.812699, -1.221725, -0.877558], [-0.340013, -2.280515, -0.067960], [0.865746, -0.593881, 1.311717], [0.484805, -1.060031, -0.083221], [0.680060, 1.224209, -0.877405], [-3.855546, -0.612578, 0.137368], [1.165745, 3.550810, -0.036241], [-0.426354, 4.001306, 0.897603], [-3.100829, 2.058117, 0.446265], [-0.683700, -0.099000, -1.828628], [2.501340, -1.915134, -0.292164], [2.314936, -0.216224, -0.825823], [1.588180, -1.627196, -1.954751], [-0.015183, -3.308032, 0.159490], [-1.095687, -1.972244, 0.627636], [-0.775930, -2.285983, -1.148865], [0.092070, -0.218381, 1.852280], [1.814338, 0.082606, 1.202028], [1.297201, -1.382199, 1.961328]], "atomic_forces_ev_per_a": [[4.3, -3.5, -1.6], [-0.7, -0.2, 0.0], [2.6, 0.5, -1.1], [-0.9, 1.2, 0.1], [-3.1, -1.7, 0.8], [0.3, -0.5, -0.2], [-2.1, -0.1, -2.5], [4.8, -0.7, -1.0], [2.1, 1.5, -0.7], [-1.0, 2.7, 0.7], [0.5, 0.6, 0.0], [-1.2, 0.1, 0.8], [-0.4, -0.3, -0.1], [-0.6, -0.5, 0.3], [0.9, 0.0, 0.8], [-0.9, 0.5, -1.0], [-0.3, -1.1, -0.8], [0.8, 0.9, 1.9], [0.7, 0.8, 0.1], [-1.2, -0.7, 0.2], [0.2, -0.5, 1.8], [-2.2, 1.7, 1.4], [-2.2, -0.5, 0.5], [-0.4, -0.2, -0.6]], "mulliken_charge": [0.095, 0.249, -1.071, -0.436, -0.014, -1.605, -1.396, -1.880, 1.681, -0.469, 0.031, 0.237, 0.350, 0.434, 0.541, 0.399, 0.390, 0.308, 0.338, 0.260, 0.304, 0.538, 0.273, 0.440]}

=====

{"formula": "C9H13IO2S", "method": "the ωB97M-V functional and the def2-TZVPD basis", "lumo_energy_ev": 0.220, "orbital_gap_ha": 0.3526, "energy_ha": -1197.01150, "relative_energy_ev": 0.000, "symbols": ["C", "C", "C", "C", "C", "C", "C", "C", "C", "O", "O", "S", "I", "H", "H", "H", "H", "H", "H", "H", "H", "H", "H", "H", "H", "H"], "coordinates": [[0.756943, 2.443200, 1.304534], [0.387469, 2.049867, -1.165051], [1.229342, 1.243004, 1.517320], [0.879632, 0.817076, -1.155533], [0.464215, 3.032659, -0.040537], [1.572659, 0.212096, -0.024769], [-2.069323, -1.832552, -1.189592], [-1.639323, -2.285168, 0.200378], [-0.723988, -1.275921, 0.872333], [1.769794, -2.030854, 1.391462], [1.038763, -2.182601, -0.952233], [1.009133, -1.483365, 0.303876], [3.683529, 0.064166, -0.235486], [0.556855, 3.092247, 2.150773], [-0.115453, 2.405812, -2.053030], [1.484323, 0.722649, 2.415567], [0.775896, 0.170154, -2.018077], [-0.476589, 3.589409, 0.010066], [1.244259, 3.768316, -0.270471], [-2.595609, -0.881677, -1.137341], [-1.197942, -1.723515, -1.827686], [-2.732558, -2.568628, -1.636115], [-1.099627, -3.229954, 0.121752], [-2.520054, -2.449484, 0.824950], [-1.002277, -0.248678, 0.644657], [-0.680060, -1.418247, 1.948261]], "atomic_forces_ev_per_a": [[-0.1, 0.3, 0.1], [0.0, 0.1, 0.2], [0.8, -2.6, -3.8], [-0.2, 0.0, -0.5], [0.0, -0.1, -0.1], [-0.7, 1.8, 4.1], [0.0, -0.2, 0.1], [0.1, 0.0, -0.3], [0.5, 0.0, -0.2], [0.0, 0.1, 0.3], [-0.2, 0.0, -0.3], [-0.4, 0.1, 0.3], [0.1, 0.2, -0.1], [0.1, 0.0, 0.1], [0.0, 0.0, -0.2], [0.1, 0.0, 0.4], [0.0, 0.1, -0.2], [0.1, 0.0, 0.0], [-0.1, 0.1, 0.0], [-0.1, 0.1, 0.0], [0.0, 0.0, -0.1], [-0.1, 0.0, -0.1], [-0.2, -0.1, 0.1], [0.1, 0.0, 0.1], [-0.1, 0.1, 0.0], [0.1, 0.1, 0.1]], "mulliken_charge": [-0.376, -0.709, -0.542, -0.344, -0.574, -0.330, -1.088, -0.452, -0.649, -0.648, -0.629, 1.181, 0.165, 0.388, 0.420, 0.560, 0.539, 0.358, 0.330, 0.304, 0.268, 0.367, 0.289, 0.410, 0.367, 0.394]}

=====

{"formula": "C9H13N2PS2", "method": "the ωB97M-V functional and the def2-TZVPD basis", "lumo_energy_ev": -0.774, "orbital_gap_ha": 0.2498, "energy_ha": -1597.87720, "relative_energy_ev": 3.472, "symbols": ["C", "C", "C", "C", "C", "C", "C", "C", "C", "N", "N", "P", "S", "S", "H", "H", "H", "H", "H", "H", "H", "H", "H", "H", "H", "H", "H"], "coordinates": [[0.400358, -0.956641, 0.806457], [-1.347507, 0.631888, 0.959892], [-3.439838, -2.131473, -0.851570], [2.772451, 1.497867, 1.402141], [-2.257397, -2.200708, -0.271002], [3.231676, 0.622924, 0.526415], [-0.403811, 2.617478, -0.744315], [-1.970225, -1.674081, 1.104116], [2.389151, -0.326886, -0.274244], [-0.996284, -0.601961, 1.015326], [0.989295, -0.174477, -0.017960], [-0.844010, 2.347849, 1.028752], [0.925519, -2.309630, 1.652686], [-2.841337, 1.471944, 0.947502], [-3.604437, -2.516623, -1.843477], [-4.293332, -1.701597, -0.355281], [3.423854, 2.140351, 1.967026], [1.715454, 1.596090, 1.598580], [-1.399886, -2.627738, -0.772786], [4.292749, 0.526752, 0.341256], [0.054560, 3.599452, -0.845692], [-1.277832, 2.554717, -1.390517], [0.317341, 1.839555, -1.005829], [-1.494097, -2.458739, 1.709068], [-2.872828, -1.300611, 1.590872], [2.730552, -1.353049, -0.061306], [2.548555, -0.131662, -1.341947]], "atomic_forces_ev_per_a": [[1.4, -0.4, -0.1], [-0.5, -0.1, 0.3], [0.0, -0.1, -0.1], [0.0, 0.1, 0.0], [0.1, 0.2, 0.1], [-0.1, -0.2, -0.2], [0.0, 0.1, 0.2], [-0.6, -0.7, 0.0], [0.1, -0.3, 0.0], [-0.5, 1.2, -0.3], [-0.8, 0.5, 0.0], [0.3, -0.3, -0.6], [0.3, -0.3, 0.3], [0.2, -0.2, 0.1], [0.0, -0.1, -0.2], [-0.2, 0.1, 0.2], [0.2, 0.1, 0.1], [-0.1, -0.1, 0.1], [0.1, -0.1, -0.1], [0.2, 0.1, 0.1], [0.0, 0.1, 0.0], [0.0, 0.0, 0.0], [-0.1, 0.0, 0.1], [-0.2, 0.3, 0.0], [0.1, 0.0, 0.0], [0.0, 0.1, -0.1], [0.1, 0.0, 0.1]], "mulliken_charge": [0.197, 0.642, -0.785, -0.663, 0.207, 0.102, -0.777, -1.084, -0.938, 0.211, -0.365, 0.071, -0.461, -0.186, 0.267, 0.240, 0.307, -0.060, 0.305, 0.337, 0.336, 0.334, 0.202, 0.268, 0.499, 0.446, 0.345]}

=====

{"formula": "C9H13N2PtS8Sb", "method": "the ωB97M-V functional and the def2-TZVPD basis", "s_squared": 0.760, "spin_multiplicity": 2, "lumo_energy_ev": [0.758, 0.736], "orbital_gap_ha": [0.1473, 0.1449], "total_charge": -1, "energy_ha": -4005.36826, "relative_energy_ev": 0.325, "symbols": ["Pt", "S", "Sb", "S", "S", "S", "C", "S", "C", "C", "S", "S", "S", "C", "C", "N", "C", "C", "N", "C", "C", "H", "H", "H", "H", "H", "H", "H", "H", "H", "H", "H", "H", "H"], "coordinates": [[-0.619538, -0.000847, 1.876341], [-4.576438, -0.000447, 3.899541], [-3.862338, -0.001947, 1.723941], [-2.155138, -1.813347, 1.360141], [-2.156438, 1.810253, 1.358341], [5.059162, 0.007253, 6.454841], [3.778962, 0.004953, 5.427441], [3.968862, 0.004053, 3.701941], [2.260062, 0.001953, 3.283441], [1.387962, 0.001453, 4.332341], [-0.317138, -0.000647, 4.273041], [2.119762, 0.003153, 5.935841], [1.847962, 0.000853, 1.618241], [0.402762, 1.225853, -2.784559], [0.324162, 1.184953, -1.237159], [-0.385438, -0.001047, -0.831859], [0.328262, -1.184547, -1.237459], [0.408462, -1.223947, -2.784859], [-0.260738, -0.000547, -3.301959], [-1.690438, -0.004047, -2.900159], [-1.730738, -0.003247, -1.360059], [1.435162, 1.239753, -3.141359], [-0.119638, 2.093253, -3.194859], [-0.205738, 2.050753, -0.835059], [1.317762, 1.164353, -0.787459], [-0.199238, -2.052247, -0.836559], [1.321462, -1.161047, -0.786859], [-0.109038, -2.093747, -3.196159], [1.441262, -1.232347, -3.140659], [-0.198538, -0.000347, -4.321559], [-2.166238, -0.890447, -3.322359], [-2.170938, 0.879453, -3.323359], [-2.237938, -0.887247, -0.960059], [-2.240338, 0.879753, -0.961059]], "atomic_forces_ev_per_a": [[0.1, 0.0, 0.3], [0.4, 0.0, -0.3], [-1.1, 0.0, -0.1], [0.5, 1.0, 0.5], [0.5, -1.0, 0.5], [0.3, 0.0, 0.3], [-0.2, 0.0, -0.3], [-0.4, 0.0, 0.5], [0.3, 0.0, 0.4], [0.5, 0.0, 0.1], [-0.4, 0.0, -1.1], [0.5, 0.0, -0.5], [-0.9, 0.0, 0.2], [0.4, 0.7, 0.3], [0.1, 0.2, 0.1], [0.0, 0.0, 0.0], [0.1, -0.2, 0.1], [0.4, -0.7, 0.3], [0.1, 0.0, -0.8], [-0.8, 0.0, 0.2], [-0.4, 0.0, 0.0], [-0.1, -0.1, -0.1], [0.0, -0.2, -0.1], [0.0, 0.0, -0.1], [0.0, 0.1, -0.1], [0.0, 0.0, 0.0], [0.0, -0.1, -0.1], [0.0, 0.2, -0.1], [-0.1, 0.1, -0.1], [0.0, 0.0, 0.2], [0.1, 0.0, -0.1], [0.1, 0.0, -0.1], [0.0, 0.1, -0.1], [0.0, -0.1, -0.1]], "mulliken_charge": [0.947, -0.697, 0.291, -0.713, -0.713, -0.329, 0.097, -0.118, 0.121, 0.167, -0.225, -0.096, -0.591, -0.602, -0.507, 0.039, -0.507, -0.603, -0.001, -0.921, -0.386, 0.329, 0.284, 0.440, 0.321, 0.444, 0.319, 0.283, 0.329, 0.283, 0.320, 0.320, 0.338, 0.337]}